(1)
Entry from OMol25: a structure of composition C8H6AlCl2GdN2O3 at a distorted geometry (ωB97M-V/def2-TZVPD).

Each line ends with the Mulliken spin population.
Positions of all 23 atoms, in Å:
H1 -2.178 0.828 2.341  0.00
N1 -2.481 -2.472 5.504  0.23
Cl1 -1.675 -1.903 -1.491  0.00
H2 -0.733 -3.650 3.882  0.00
N2 -0.968 -0.839 2.007  0.04
O1 0.760 -2.817 -4.503  0.00
C1 -0.749 0.892 -4.619  0.00
O2 -0.251 1.664 -5.337  0.00
C2 -2.430 -0.674 3.900  0.09
Al1 -1.058 -0.534 -3.114  0.00
C3 -1.088 -2.675 3.566  0.08
Gd1 0.625 -0.761 0.473  6.73
C4 -0.605 -2.113 2.394  -0.07
Cl2 0.496 0.635 -1.863  0.01
C5 1.109 1.463 1.110  -0.06
H3 0.036 -2.707 1.711  0.00
O3 1.365 2.582 1.276  0.01
C6 -1.896 -0.147 2.747  -0.06
H4 -2.184 -3.381 5.837  -0.01
H5 -3.144 -1.976 6.081  -0.01
C7 0.060 -1.970 -4.136  0.00
C8 -1.999 -1.949 4.346  0.00
H6 -3.146 -0.096 4.484  0.00

ΔE to the lowest compared entry with this formula, charge and spin = 0.00 kJ/mol
orbital gap (alpha / beta) = 6.69 / 3.84 eV
E = -69948.615 eV
2S+1 = 8
HOMO energy (alpha / beta) = -22.2 / -20.9 eV
net charge = +4



(2)
Entry from OMol25: the molecule C27H28F4IO7P at a distorted geometry (ωB97M-V/def2-TZVPD).

Each line ends with the Mulliken charge.
Positions of all 68 atoms, in Å:
O1 1.753 0.059 3.406  -0.39
H1 2.650 2.752 -0.243  0.26
C1 0.910 -0.363 0.004  0.77
C2 1.479 -3.285 -2.720  0.87
C3 2.324 0.533 -1.927  0.62
C4 0.571 -5.805 -2.673  -0.43
H2 3.859 -1.600 5.596  0.32
C5 1.494 -1.925 -1.928  -0.56
C6 -4.498 3.905 1.157  -0.35
H3 -6.194 3.059 2.400  0.30
C7 -3.469 1.741 -1.239  -0.36
F1 3.537 1.143 -3.984  -0.33
H4 0.232 -1.407 3.119  0.34
H5 -0.804 -0.513 1.324  0.23
H6 0.895 3.813 -1.398  0.48
C8 0.720 -4.464 -2.087  0.20
H7 -1.306 -7.545 -0.148  0.36
O2 -2.537 5.214 -0.568  -0.78
P1 -2.263 3.793 -0.157  0.86
C9 0.063 -4.265 -0.758  0.18
C10 -2.783 0.634 -0.302  -0.20
H8 -3.643 1.224 -2.228  0.39
C11 0.840 -1.708 -0.630  0.57
O3 2.106 -3.299 -3.756  -0.56
F2 2.260 2.680 -3.025  -0.28
C12 -0.640 -5.367 -0.079  -0.37
H9 -0.120 4.816 0.447  0.49
I1 1.379 -6.285 -4.601  0.06
O4 -0.559 -2.822 1.037  -0.67
F3 4.227 3.542 -1.828  -0.24
H10 -1.695 0.935 -0.248  -0.27
C13 4.420 2.159 -2.014  -0.07
H11 -0.390 3.299 1.397  0.47
C14 0.992 -0.813 2.537  -0.77
H12 2.390 -0.721 6.145  0.31
H13 -6.219 2.635 0.606  0.30
C15 0.077 -2.887 -0.003  0.77
O5 -2.578 2.850 -1.502  -0.43
F4 4.690 1.552 -0.805  -0.21
H14 -4.560 4.673 1.977  0.39
H15 -4.481 2.042 -0.866  0.13
H16 -5.034 1.806 1.707  0.23
H17 5.300 2.087 -2.712  0.32
C16 -0.767 -6.713 -0.667  -0.69
C17 -5.569 2.777 1.516  -0.98
H18 -2.886 -0.402 -0.712  0.40
C18 -0.455 3.742 0.369  -0.95
C19 0.226 -0.053 1.381  -0.37
C20 -0.140 -6.908 -1.986  -0.34
C21 2.783 -1.386 5.334  -1.00
H19 -3.256 0.719 0.717  0.11
O6 -3.151 3.368 1.193  -0.32
C22 0.490 3.041 -0.693  -0.81
H20 1.596 2.204 1.099  0.73
C23 2.230 -0.797 -2.518  -1.57
H21 1.653 -1.581 2.038  0.35
H22 -0.221 -7.905 -2.473  0.29
H23 -1.148 -5.214 0.909  0.34
H24 -0.112 2.326 -1.319  0.49
O7 3.785 -0.923 3.235  -0.50
H25 0.065 1.035 1.576  0.05
C24 3.115 1.607 -2.730  0.79
H26 -4.791 4.351 0.175  0.34
H27 2.273 -2.393 5.356  0.25
C25 1.698 2.207 -0.025  -1.04
C26 1.638 0.768 -0.635  0.08
C27 2.805 -0.740 3.914  0.81
H28 2.746 -1.002 -3.487  0.52

orbital gap = 7.62 eV
E = -71042.877 eV
HOMO energy = -9.2 eV
net charge = 0



(3)
Entry from OMol25: a cluster of 2 separate species, C4H10O2 in total (ωB97M-V/def2-TZVPD).

Each line ends with the Mulliken charge.
Positions of all 16 atoms, in Å:
H1 -0.797 0.932 0.618  0.34
O1 1.053 0.072 0.232  -0.20
H2 1.218 2.088 -0.049  0.27
O2 -1.392 1.478 0.086  -0.52
H3 1.770 1.076 -1.431  0.35
H4 0.825 -2.868 0.433  0.36
H5 -2.431 1.324 -1.645  0.28
C1 -1.837 0.681 -0.990  -0.54
H6 -2.474 -0.153 -0.657  0.22
H7 -0.645 -2.387 -0.384  0.28
H8 -1.004 0.265 -1.579  0.25
C2 1.757 1.188 -0.347  -0.61
H9 2.774 1.195 0.051  0.31
H10 -0.245 -1.659 1.216  0.25
C3 0.944 -0.994 -0.526  -0.32
C4 0.161 -2.011 0.257  -0.72

ΔE to the lowest compared entry with this formula, charge and spin = 356.97 kJ/mol
orbital gap = 9.70 eV
E = -8401.847 eV
HOMO energy = -8.7 eV
net charge = 0



(4)
Entry from OMol25: a structure of composition C46H51BCaN8O4 at a distorted geometry (ωB97M-V/def2-TZVPD).

Each line ends with the Mulliken charge.
Positions of all 111 atoms, in Å:
H1 2.386 1.518 -2.966  0.24
C1 -3.927 3.959 0.241  -0.13
H2 3.672 0.897 6.398  0.35
C2 -2.468 3.009 -4.784  -2.06
N1 -2.876 -0.494 0.824  1.34
H3 4.045 3.573 -1.678  0.43
H4 -5.186 -2.022 -0.159  0.07
H5 -3.508 -4.401 0.562  0.28
O1 2.203 0.617 -0.168  -0.18
C3 -3.711 5.325 0.144  -0.75
C4 -0.255 -1.644 4.395  -1.46
C5 3.339 0.782 5.372  -0.61
H6 4.597 -1.735 -1.182  0.37
C6 -3.208 -4.284 -0.478  -1.54
Ca1 0.173 0.402 -0.632  2.51
C7 -0.836 -4.041 -1.454  -1.02
H7 1.590 -0.324 5.923  0.30
N2 -1.686 -0.474 -2.414  0.49
H8 -3.976 -3.692 -0.978  0.11
C8 -2.443 5.841 0.370  -0.70
B1 -2.162 -1.825 1.225  -1.24
H9 -2.244 5.616 -3.751  0.27
C9 2.380 0.485 -2.585  -1.26
H10 -0.042 -1.890 5.422  0.40
C10 2.041 4.014 -0.948  2.49
H11 -3.392 -2.566 3.956  0.23
C11 -0.478 6.245 -2.716  -1.72
H12 -3.574 2.936 -1.487  -0.33
H13 1.954 2.947 -0.764  -1.31
C12 4.110 -2.957 -2.888  -0.64
C13 1.821 -3.689 -3.006  -0.50
H14 -2.253 6.902 0.267  0.37
H15 -2.956 3.935 -5.103  0.41
N3 -0.105 -0.779 2.320  0.55
C14 -4.441 1.036 0.571  -0.94
C15 3.213 4.236 -1.920  -2.00
O2 4.241 0.587 -1.087  -0.89
H16 3.565 5.272 -1.865  0.49
C16 -0.990 -0.806 -3.677  -0.89
H17 -3.188 -5.267 -0.949  0.41
C17 3.097 -3.641 -3.548  -0.77
C18 0.612 5.799 -1.976  0.05
C19 2.166 0.089 5.103  -0.62
H18 -4.372 2.301 -2.941  0.50
H19 2.231 5.752 0.359  0.22
H20 -3.079 2.173 -5.139  0.44
H21 -1.470 -0.356 -4.552  0.29
C20 4.082 1.327 4.332  -0.51
C21 -0.292 3.543 -1.880  -0.68
C22 -1.417 5.303 -3.120  -0.07
C23 2.467 0.481 2.759  0.83
H22 -4.530 5.980 -0.130  0.34
H23 -1.496 2.947 -5.273  0.41
C24 2.372 4.667 0.395  -1.85
N4 -0.190 -2.229 -0.309  -0.22
H24 2.350 -1.878 -0.203  0.44
H25 -2.684 -0.367 -2.567  0.38
H26 4.999 1.865 4.540  0.38
H27 -3.025 -2.559 1.616  -0.34
H28 1.401 6.500 -1.717  0.34
H29 1.023 -4.180 -3.551  0.24
H30 3.291 -4.110 -4.505  0.34
H31 -1.375 0.446 -2.116  -1.46
O3 -0.321 2.349 -1.356  0.19
O4 1.008 -0.350 -4.872  -0.88
C25 3.838 -2.322 -1.683  -0.43
C26 -3.167 1.632 0.625  0.52
C27 -2.889 3.082 0.560  0.24
C28 -5.236 -1.400 0.734  -1.44
H32 -0.415 5.375 0.853  0.38
C29 1.543 -3.065 -1.794  0.86
N5 -1.201 -1.571 2.406  -0.07
H33 -0.828 -4.893 -2.114  0.46
N6 -2.230 0.704 0.781  -0.61
H34 -5.403 1.507 0.465  0.44
C30 0.483 -0.363 -3.741  -0.07
H35 -1.006 -1.891 -3.816  0.41
C31 -1.408 4.978 0.699  -0.15
C32 0.742 4.476 -1.579  0.56
C33 1.715 -0.069 3.794  0.32
C34 0.471 -0.816 3.513  0.40
C35 -1.625 3.612 0.797  -0.31
N7 1.017 -0.041 -2.576  1.07
C36 -1.325 3.969 -2.747  0.21
H36 -2.421 -3.946 3.466  0.23
C37 -1.860 -3.655 -0.616  0.84
H37 -2.268 -3.303 5.107  0.37
C38 -4.212 -0.312 0.714  0.60
C39 -2.411 -3.031 4.059  -1.46
H38 1.761 4.265 1.205  0.35
H39 2.913 4.045 -2.952  0.38
H40 5.098 -2.890 -3.328  0.38
H41 3.042 -0.083 -3.243  0.57
H42 -6.226 -0.945 0.771  0.45
H43 3.416 4.472 0.655  0.53
C40 -1.310 -2.109 3.645  0.78
H44 -5.121 -2.057 1.595  0.20
H45 -1.904 1.970 -3.020  -1.06
H46 -4.914 3.569 0.034  0.14
C41 -2.319 2.949 -3.263  1.80
C42 0.188 -3.108 -1.217  -0.40
H47 4.205 1.572 2.192  0.47
C43 2.567 -2.387 -1.135  -0.06
C44 -3.677 3.062 -2.569  -0.92
C45 3.017 0.558 -1.176  0.16
N8 -1.447 -2.558 0.062  1.03
H48 -0.806 2.944 1.030  0.34
H49 -0.569 7.285 -3.008  0.31
H50 -4.120 4.046 -2.751  0.22
H51 2.157 0.356 1.730  -0.21
C46 3.639 1.171 3.024  -0.81

ΔE to the lowest compared entry with this formula, charge and spin = 100.40 kJ/mol
orbital gap = 6.14 eV
E = -87765.784 eV
HOMO energy = -2.2 eV
net charge = -2



(5)
Entry from OMol25: the ion C4H9N2 with charge +1 at a distorted geometry (ωB97M-V/def2-TZVPD).

Each line ends with the Mulliken spin population.
Positions of all 15 atoms, in Å:
H1 0.748 1.038 -1.346  0.01
N1 -0.776 0.796 -0.037  0.00
H2 3.616 -0.499 0.367  0.04
H3 2.974 0.452 -1.089  0.05
C1 0.400 0.155 -0.736  0.88
C2 2.719 -0.118 -0.133  -0.01
H4 -1.109 1.509 -0.599  0.00
C3 -1.895 -0.066 0.492  0.02
C4 1.398 -0.565 0.052  -0.02
H5 -2.508 -0.496 -0.346  0.00
H6 1.166 -1.385 0.660  0.03
H7 -2.581 0.669 0.959  0.00
N2 1.820 0.676 0.592  0.98
H8 -1.514 -0.849 1.150  0.00
H9 -0.070 1.125 0.694  0.02

ΔE to the lowest compared entry with this formula, charge and spin = 265.69 kJ/mol
orbital gap (alpha / beta) = 9.67 / 9.28 eV
E = -7260.706 eV
2S+1 = 3
HOMO energy (alpha / beta) = -12.8 / -15.7 eV
net charge = +1



(6)
Entry from OMol25: a cluster of 10 separate species, C42H72BClN13O3 in total at a distorted geometry (ωB97M-V/def2-TZVPD).

Each line ends with the Mulliken charge.
Positions of all 132 atoms, in Å:
H1 3.192 7.202 2.987  0.29
H2 2.206 -0.373 -2.890  0.26
C1 3.494 3.049 -0.298  -0.58
N1 -2.181 4.785 -3.107  -0.40
C2 3.116 -0.573 -2.192  -0.56
C3 -2.163 -8.055 -3.767  -0.39
C4 3.564 4.910 -3.509  0.47
H3 1.195 5.414 1.101  -0.18
H4 -5.937 -3.487 -2.696  0.31
H5 -3.300 6.559 3.829  0.27
H6 2.035 -4.158 3.442  0.36
C5 -0.214 4.071 -0.141  -0.25
H7 -1.061 5.677 1.361  0.30
C6 3.198 0.387 -0.884  0.43
C7 2.251 3.332 0.710  -0.66
N2 -4.412 -5.623 1.150  -0.42
N3 0.502 6.150 4.369  -0.49
C8 3.581 -3.166 2.103  -0.43
H8 -5.124 6.018 -2.934  0.28
H9 -2.063 -0.099 3.610  0.35
N4 -4.072 -6.063 -2.397  -0.34
H10 -4.153 -8.793 0.852  0.33
H11 2.731 3.594 1.755  0.36
C9 -2.897 -0.653 2.990  -0.55
C10 2.375 -7.081 0.136  0.48
N5 6.774 -6.137 0.411  -0.43
N6 -0.200 -9.763 -4.126  -0.39
H12 -4.065 7.351 -3.385  0.34
C11 -3.983 0.367 2.324  -0.69
H13 2.453 -2.684 -2.665  0.24
C12 -2.840 2.277 0.916  -0.01
H14 -7.007 -4.811 -2.244  0.36
C13 2.313 7.756 3.332  -1.01
H15 -0.249 2.940 0.146  -0.20
H16 4.816 -2.349 0.345  0.27
H17 -4.531 -0.036 1.393  0.20
N7 0.213 -3.888 -1.478  -0.44
H18 -4.177 6.847 -1.701  0.28
H19 -2.931 -0.496 -0.393  -0.18
C14 2.645 -2.614 -0.416  1.04
C15 -1.420 4.833 0.650  0.11
H20 -1.823 -2.675 2.487  0.38
C16 6.123 -6.934 2.828  -0.86
H21 -3.497 2.149 4.533  0.35
C17 4.644 4.712 -4.485  -1.01
H22 2.662 8.496 4.058  0.35
H23 3.598 9.010 -1.696  0.32
C18 -3.049 5.530 -2.941  0.46
H24 -2.067 -7.186 -4.425  0.30
O1 -0.760 5.030 4.541  -0.34
H25 -4.179 5.228 4.247  0.26
H26 3.780 -2.090 2.544  0.21
H27 -3.488 -1.294 3.777  0.40
C19 -0.808 -4.214 -1.045  0.24
C20 -2.841 1.856 -0.621  0.53
H28 -6.061 -3.983 -1.010  0.28
H29 2.013 -3.602 -0.575  0.03
H30 -2.190 -7.682 -2.740  -0.01
C21 2.029 -3.549 2.446  -0.46
N8 -3.319 1.703 2.184  0.26
N9 -2.457 3.698 2.998  0.23
C22 3.457 -7.288 -0.836  -0.73
C23 -5.260 0.907 -2.411  0.25
C24 6.487 -6.488 1.476  0.43
H31 6.443 -7.963 3.013  0.33
H32 4.309 -4.137 0.193  0.01
H33 2.274 2.181 -2.107  0.11
H34 1.894 9.084 -1.257  0.28
H35 1.540 -4.241 1.644  0.03
C25 -6.034 -4.356 -2.039  -1.04
C26 -3.346 0.382 -1.021  -0.36
H36 5.571 4.391 -4.002  0.29
O2 -5.607 0.105 -3.372  -0.47
H37 2.976 7.987 -0.404  0.09
H38 1.739 5.069 -0.689  -0.09
C27 1.302 6.861 3.913  0.56
H39 -2.934 -4.088 -0.965  0.01
C28 -1.065 -9.011 -3.968  0.21
H40 4.386 2.648 0.359  0.35
H41 3.686 -6.371 -1.386  0.21
H42 3.833 4.047 -0.809  0.21
H43 -2.880 -2.049 1.084  0.20
Cl1 -0.636 -0.856 1.351  -0.16
H44 -2.167 -4.441 0.581  0.17
C29 3.175 -2.169 -1.887  -0.93
H45 6.586 -6.307 3.597  0.32
N10 1.523 -6.918 0.901  -0.49
C30 -4.560 -6.703 0.766  0.46
H46 -1.748 1.974 -1.047  0.13
H47 4.867 5.633 -5.033  0.35
B1 -2.099 4.798 4.005  0.51
H48 -2.238 5.244 -0.093  -0.27
H49 -0.800 5.982 4.890  0.44
H50 4.070 -0.325 -2.841  0.22
H51 -2.288 -5.695 -0.648  0.17
C31 3.920 -3.071 0.514  -0.44
H52 4.128 1.983 -2.190  0.24
C32 -2.207 -1.695 1.957  -0.50
H53 4.384 3.950 -5.226  0.28
N11 -3.261 5.707 4.437  -0.66
H54 4.382 -7.611 -0.348  0.20
H55 1.919 8.306 2.472  0.17
C33 -4.936 -5.312 -2.239  0.46
C34 3.202 10.039 0.129  0.30
C35 2.905 8.984 -0.850  -0.59
H56 1.390 -2.573 2.591  -0.03
C36 3.212 1.935 -1.448  -0.48
C37 -2.106 -4.628 -0.495  -0.30
H57 2.164 0.278 -0.328  -0.29
H58 -4.452 -8.176 -0.771  0.16
N12 2.714 5.066 -2.741  -0.41
H59 -3.471 2.658 -1.214  -0.09
C38 -3.164 2.445 3.457  -0.47
H60 -4.820 0.506 3.146  0.40
C39 -4.152 6.478 -2.731  -0.94
O3 -4.835 0.357 -1.117  -0.29
H61 -2.984 0.182 -2.126  0.43
N13 3.436 10.869 0.899  -0.39
C40 -4.748 -8.076 0.278  -0.81
H62 4.107 0.132 -0.211  0.15
H63 1.930 -1.864 0.101  -0.44
H64 -5.794 -8.390 0.351  0.32
H65 1.695 2.325 0.862  0.14
C41 1.291 4.587 0.292  0.70
H66 -0.430 4.181 -1.276  0.26
H67 4.276 -3.897 2.687  0.20
H68 5.041 -6.897 2.987  0.24
C42 -2.206 3.662 1.512  -0.26
H69 -3.136 -8.510 -3.973  0.30
H70 3.197 -8.053 -1.574  0.34
H71 4.215 -2.663 -2.055  0.37
H72 -5.250 2.082 -2.510  0.26

orbital gap = 8.29 eV
E = -83413.242 eV
HOMO energy = -11.1 eV
net charge = +1



What did the second record say?
Entry from OMol25: the molecule C27H28F4IO7P at a distorted geometry (ωB97M-V/def2-TZVPD).

Each line ends with the Mulliken charge.
Positions of all 68 atoms, in Å:
O1 1.753 0.059 3.406  -0.39
H1 2.650 2.752 -0.243  0.26
C1 0.910 -0.363 0.004  0.77
C2 1.479 -3.285 -2.720  0.87
C3 2.324 0.533 -1.927  0.62
C4 0.571 -5.805 -2.673  -0.43
H2 3.859 -1.600 5.596  0.32
C5 1.494 -1.925 -1.928  -0.56
C6 -4.498 3.905 1.157  -0.35
H3 -6.194 3.059 2.400  0.30
C7 -3.469 1.741 -1.239  -0.36
F1 3.537 1.143 -3.984  -0.33
H4 0.232 -1.407 3.119  0.34
H5 -0.804 -0.513 1.324  0.23
H6 0.895 3.813 -1.398  0.48
C8 0.720 -4.464 -2.087  0.20
H7 -1.306 -7.545 -0.148  0.36
O2 -2.537 5.214 -0.568  -0.78
P1 -2.263 3.793 -0.157  0.86
C9 0.063 -4.265 -0.758  0.18
C10 -2.783 0.634 -0.302  -0.20
H8 -3.643 1.224 -2.228  0.39
C11 0.840 -1.708 -0.630  0.57
O3 2.106 -3.299 -3.756  -0.56
F2 2.260 2.680 -3.025  -0.28
C12 -0.640 -5.367 -0.079  -0.37
H9 -0.120 4.816 0.447  0.49
I1 1.379 -6.285 -4.601  0.06
O4 -0.559 -2.822 1.037  -0.67
F3 4.227 3.542 -1.828  -0.24
H10 -1.695 0.935 -0.248  -0.27
C13 4.420 2.159 -2.014  -0.07
H11 -0.390 3.299 1.397  0.47
C14 0.992 -0.813 2.537  -0.77
H12 2.390 -0.721 6.145  0.31
H13 -6.219 2.635 0.606  0.30
C15 0.077 -2.887 -0.003  0.77
O5 -2.578 2.850 -1.502  -0.43
F4 4.690 1.552 -0.805  -0.21
H14 -4.560 4.673 1.977  0.39
H15 -4.481 2.042 -0.866  0.13
H16 -5.034 1.806 1.707  0.23
H17 5.300 2.087 -2.712  0.32
C16 -0.767 -6.713 -0.667  -0.69
C17 -5.569 2.777 1.516  -0.98
H18 -2.886 -0.402 -0.712  0.40
C18 -0.455 3.742 0.369  -0.95
C19 0.226 -0.053 1.381  -0.37
C20 -0.140 -6.908 -1.986  -0.34
C21 2.783 -1.386 5.334  -1.00
H19 -3.256 0.719 0.717  0.11
O6 -3.151 3.368 1.193  -0.32
C22 0.490 3.041 -0.693  -0.81
H20 1.596 2.204 1.099  0.73
C23 2.230 -0.797 -2.518  -1.57
H21 1.653 -1.581 2.038  0.35
H22 -0.221 -7.905 -2.473  0.29
H23 -1.148 -5.214 0.909  0.34
H24 -0.112 2.326 -1.319  0.49
O7 3.785 -0.923 3.235  -0.50
H25 0.065 1.035 1.576  0.05
C24 3.115 1.607 -2.730  0.79
H26 -4.791 4.351 0.175  0.34
H27 2.273 -2.393 5.356  0.25
C25 1.698 2.207 -0.025  -1.04
C26 1.638 0.768 -0.635  0.08
C27 2.805 -0.740 3.914  0.81
H28 2.746 -1.002 -3.487  0.52

orbital gap = 7.62 eV
E = -71042.877 eV
HOMO energy = -9.2 eV
net charge = 0